1.
{
  "formula": "C40H64ErN2O3P2S3",
  "method": "ωB97M-V/def2-TZVPD",
  "lumo_energy_ev": [2.1373, 2.1373],
  "spin_multiplicity": 4,
  "homo_lumo_gap_ev": [7.2, 7.2],
  "homo_energy_ev": [-5.04, -5.01],
  "total_charge": -1,
  "s2": 3.752,
  "e_tot_ev": -130354.139,
  "elements": ["Er", "C", "N", "C", "C", "C", "C", "C", "C", "C", "C", "H", "H", "H", "H", "H", "H", "H", "H", "H", "H", "H", "H", "S", "C", "N", "C", "C", "C", "O", "P", "S", "S", "O", "C", "C", "C", "H", "H", "H", "H", "H", "H", "H", "H", "H", "H", "H", "H", "H", "H", "C", "C", "C", "C", "C", "C", "H", "H", "H", "H", "H", "O", "P", "C", "C", "C", "C", "C", "C", "C", "C", "C", "C", "C", "C", "C", "C", "C", "C", "C", "C", "H", "H", "H", "H", "H", "H", "H", "H", "H", "H", "H", "H", "H", "H", "H", "H", "H", "H", "H", "H", "H", "H", "H", "H", "H", "H", "H", "H", "H", "H", "H", "H", "H"],
  "positions_angstrom": [[0.416, 1.785, -0.344], [0.748, 2.262, 3.596], [1.516, 1.785, 2.348], [1.895, 0.407, 2.607], [2.776, 2.548, 2.124], [3.550, 2.086, 0.920], [4.953, 2.099, 1.074], [5.794, 1.859, 0.039], [5.265, 1.642, -1.236], [3.890, 1.673, -1.394], [2.954, 1.836, -0.314], [1.372, 2.156, 4.468], [-0.154, 1.655, 3.717], [0.402, 3.295, 3.378], [2.520, 0.336, 3.500], [2.460, -0.053, 1.772], [0.947, -0.143, 2.768], [3.389, 2.539, 3.103], [2.523, 3.618, 1.962], [5.389, 2.268, 2.087], [6.871, 1.772, 0.089], [5.946, 1.628, -2.113], [3.482, 1.571, -2.382], [1.613, 0.900, -5.117], [1.075, 1.511, -3.725], [0.702, 1.880, -2.689], [-3.071, 5.138, -0.951], [-4.227, 4.358, -0.293], [-5.164, 3.697, -1.251], [-3.610, 3.483, 0.726], [-3.136, 1.959, 0.464], [-2.277, 1.652, -1.337], [-1.990, 1.401, 1.965], [-4.551, 1.173, 0.483], [-4.815, -0.117, -0.079], [-3.789, -1.134, 0.281], [-6.142, -0.550, 0.503], [-3.532, 5.573, -1.849], [-2.200, 4.558, -1.152], [-2.829, 6.045, -0.304], [-4.832, 5.088, 0.347], [-4.548, 3.066, -1.953], [-5.762, 4.360, -1.860], [-5.837, 3.067, -0.698], [-4.866, -0.021, -1.159], [-3.650, -1.131, 1.373], [-2.829, -0.866, -0.166], [-4.146, -2.113, -0.017], [-6.044, -0.560, 1.582], [-6.302, -1.560, 0.150], [-6.934, 0.138, 0.242], [0.783, 6.828, 1.067], [1.533, 6.316, -0.006], [1.341, 5.015, -0.404], [0.379, 4.186, 0.172], [-0.382, 4.739, 1.203], [-0.161, 6.028, 1.666], [0.922, 7.833, 1.472], [2.209, 6.985, -0.515], [1.997, 4.667, -1.189], [-1.226, 4.219, 1.610], [-0.668, 6.381, 2.552], [0.372, -0.523, -0.212], [0.534, -2.050, -0.188], [-0.822, -2.738, 0.907], [-1.020, -4.281, 0.896], [-0.790, -4.915, 2.243], [-1.767, -4.284, 3.251], [-1.918, -2.747, 3.118], [-0.799, -2.136, 2.312], [0.168, -2.687, -1.880], [-1.346, -2.819, -2.171], [-1.796, -1.624, -2.950], [-1.223, -1.630, -4.363], [0.199, -2.236, -4.334], [0.828, -1.916, -2.985], [2.198, -2.466, 0.502], [2.545, -3.955, 0.717], [3.168, -4.638, -0.541], [4.438, -3.901, -0.929], [4.089, -2.450, -1.280], [3.384, -1.743, -0.133], [-1.677, -2.245, 0.491], [-0.369, -4.689, 0.134], [-2.077, -4.460, 0.525], [0.218, -4.697, 2.583], [-0.931, -5.992, 2.162], [-1.415, -4.608, 4.217], [-2.724, -4.770, 3.113], [-1.876, -2.278, 4.084], [-2.866, -2.575, 2.638], [0.173, -2.329, 2.794], [-0.905, -1.055, 2.225], [0.620, -3.713, -1.849], [-1.941, -2.868, -1.237], [-1.523, -3.728, -2.708], [-1.619, -0.666, -2.428], [-2.882, -1.643, -3.130], [-1.071, -0.616, -4.722], [-1.851, -2.212, -5.015], [0.856, -1.725, -5.094], [0.187, -3.344, -4.492], [0.754, -0.836, -2.846], [1.872, -2.135, -3.132], [2.049, -2.027, 1.467], [1.597, -4.446, 0.914], [3.277, -4.083, 1.490], [2.456, -4.572, -1.343], [3.374, -5.698, -0.206], [4.832, -4.346, -1.847], [5.218, -4.008, -0.162], [3.545, -2.525, -2.169], [5.049, -1.890, -1.438], [3.080, -0.737, -0.523], [4.195, -1.566, 0.610]],
  "forces_ev_per_angstrom": [[0.467, 0.235, 0.314], [0.122, 0.272, -2.566], [-0.167, 0.356, 0.617], [-0.674, -0.764, -0.340], [-0.614, 0.793, 1.421], [1.199, 0.295, 0.217], [-0.243, 0.004, 1.950], [0.786, -0.656, -1.639], [-0.072, 0.737, -0.445], [-0.688, -0.137, 0.764], [-0.039, -0.037, -0.546], [0.416, 0.240, 0.475], [0.330, 0.001, -0.068], [0.431, -0.522, 0.434], [0.144, -0.092, 0.326], [-0.415, 0.533, 0.372], [0.686, -0.006, -0.027], [-0.506, -0.221, -1.295], [-0.144, -0.531, 0.107], [-0.412, -0.068, -0.788], [0.094, 0.295, 0.617], [-0.550, -0.332, 0.607], [-0.125, -0.128, -0.479], [0.248, 0.023, -0.687], [0.183, -0.319, -0.318], [-0.419, 0.303, 1.246], [-1.825, 2.105, 0.859], [0.591, 1.782, 1.427], [0.991, -1.614, -0.934], [-0.509, -0.960, -0.556], [0.103, 0.060, -0.425], [-0.247, 0.351, 0.292], [0.048, 0.224, -0.252], [0.026, 0.522, 0.131], [-0.355, 0.344, 0.315], [0.773, 0.146, 0.701], [0.372, 0.257, -0.101], [0.537, -0.140, -0.180], [0.477, -0.394, -0.214], [0.093, -1.346, -0.679], [0.808, -0.962, -0.707], [-0.805, 0.436, 0.598], [0.090, 0.604, 0.063], [-0.364, -0.434, 0.125], [-0.052, 0.151, -0.337], [-0.059, -0.001, -0.284], [-0.098, -0.232, -0.106], [0.191, -0.275, -0.257], [-0.035, -0.075, 0.245], [-0.580, -0.200, -0.078], [-0.314, -0.039, -0.187], [0.494, 0.320, -0.182], [-0.642, 1.133, 0.840], [0.304, 0.096, -0.168], [-0.361, -1.087, -0.020], [0.089, 0.460, -0.387], [0.079, -0.150, 0.387], [0.180, -0.187, -0.353], [0.352, -0.034, -0.129], [0.008, -0.338, -0.239], [-0.169, -0.513, 0.359], [-0.346, 0.163, 0.019], [0.294, -0.900, 0.326], [-0.938, 1.198, -0.296], [1.151, 0.128, 0.089], [-0.955, 0.726, -1.175], [-0.530, 0.736, 0.011], [0.379, -0.509, -0.196], [0.624, -0.915, 0.107], [0.898, -0.222, -0.297], [0.466, -1.678, 1.075], [-0.057, 0.597, 1.623], [-1.452, 0.871, -0.932], [1.653, -0.089, 0.347], [0.166, 0.125, -0.690], [0.468, 0.499, -0.922], [0.481, -0.653, -0.564], [-0.870, 0.012, -1.833], [0.336, -0.195, 2.043], [0.072, -0.257, -0.646], [2.093, -0.305, 1.876], [0.163, 1.539, -0.797], [-0.359, 0.019, -0.528], [0.087, -0.435, -0.232], [1.055, -0.086, 0.516], [0.307, -0.206, -0.044], [0.092, -0.058, 0.228], [-0.008, 0.219, 0.671], [-0.446, -0.025, -0.011], [-0.485, 0.156, 0.559], [-0.354, 0.450, -0.033], [-0.219, 0.014, 0.105], [-0.097, -0.016, 0.053], [-0.399, 0.509, -0.140], [0.353, -0.225, -0.621], [-0.146, -0.591, -0.437], [0.185, -0.572, -0.108], [0.021, -0.049, 0.593], [-0.471, 0.152, -0.224], [-0.372, -0.029, -0.478], [-0.795, -0.844, 0.525], [0.090, 0.712, -0.035], [0.018, -0.028, 0.205], [0.504, -0.059, 0.559], [-0.116, 0.304, 0.817], [0.203, -0.499, 0.622], [0.051, 0.096, 0.834], [-0.292, -0.409, -0.554], [-0.287, 0.902, -0.846], [0.223, -0.178, 0.097], [-0.227, 0.192, 0.012], [-0.941, 0.432, -1.425], [-0.948, -0.358, -0.281], [0.228, -0.623, 0.636], [-0.777, -0.020, -0.041]]
}

---

2.
{
  "formula": "C40H65N9",
  "method": "ωB97M-V/def2-TZVPD",
  "lumo_energy_ev": 0.2276,
  "spin_multiplicity": 1,
  "e_above_lowest_kj_mol": 45.3,
  "homo_lumo_gap_ev": 8.1,
  "smiles": "c1cc[nH]c1.c1cc[nH]c1.c1cc[nH]c1.c1cc[nH]c1.c1cc[nH]c1.c1cc[nH]c1.c1cc[nH]c1.CCN(CC)CC.CCN(CC)CC",
  "homo_energy_ev": -7.86,
  "e_tot_ev": -55937.832,
  "elements": ["C", "C", "C", "N", "C", "H", "H", "H", "H", "H", "C", "C", "C", "N", "C", "H", "H", "H", "H", "H", "C", "C", "C", "N", "C", "H", "H", "H", "H", "H", "C", "C", "C", "N", "C", "H", "H", "H", "H", "H", "C", "C", "C", "N", "C", "H", "H", "H", "H", "H", "C", "C", "C", "N", "C", "H", "H", "H", "H", "H", "C", "C", "C", "N", "C", "H", "H", "H", "H", "H", "C", "C", "N", "C", "C", "C", "C", "H", "H", "H", "H", "H", "H", "H", "H", "H", "H", "H", "H", "H", "H", "H", "C", "C", "N", "C", "C", "C", "C", "H", "H", "H", "H", "H", "H", "H", "H", "H", "H", "H", "H", "H", "H", "H"],
  "positions_angstrom": [[-8.799, 6.739, -3.113], [-7.560, 6.621, -2.472], [-6.531, 6.597, -3.334], [-7.089, 6.366, -4.534], [-8.501, 6.522, -4.449], [-9.763, 6.854, -2.639], [-7.452, 6.596, -1.398], [-5.474, 6.445, -3.169], [-6.608, 6.299, -5.419], [-9.148, 6.480, -5.312], [-12.970, -5.391, -16.096], [-12.145, -4.215, -15.854], [-12.254, -3.340, -17.007], [-13.105, -4.084, -17.817], [-13.531, -5.246, -17.281], [-13.165, -6.220, -15.432], [-11.638, -4.055, -14.913], [-11.910, -2.334, -17.197], [-13.304, -3.762, -18.753], [-14.176, -5.889, -17.862], [-13.518, 0.102, -9.100], [-14.283, -0.636, -9.959], [-13.934, -0.143, -11.234], [-12.985, 0.848, -11.158], [-12.815, 1.079, -9.845], [-13.546, 0.138, -8.021], [-14.972, -1.412, -9.662], [-14.339, -0.387, -12.205], [-12.692, 1.447, -11.917], [-12.120, 1.822, -9.483], [-6.364, -2.297, -6.651], [-5.035, -2.411, -6.244], [-4.598, -1.209, -5.720], [-5.778, -0.421, -5.649], [-6.837, -1.090, -6.170], [-6.960, -3.055, -7.138], [-4.516, -3.357, -6.277], [-3.713, -0.727, -5.330], [-5.722, 0.510, -5.261], [-7.773, -0.554, -6.122], [-12.644, 5.723, -16.068], [-12.805, 4.519, -16.799], [-14.176, 4.317, -16.975], [-14.883, 5.394, -16.438], [-13.984, 6.173, -15.837], [-11.713, 6.189, -15.779], [-11.990, 3.893, -17.130], [-14.543, 3.456, -17.515], [-15.873, 5.409, -16.241], [-14.424, 6.966, -15.251], [-16.002, -7.744, -4.715], [-16.175, -7.146, -5.946], [-17.518, -6.647, -5.782], [-18.066, -7.125, -4.581], [-17.073, -7.876, -3.911], [-15.000, -8.111, -4.553], [-15.500, -6.893, -6.750], [-18.198, -6.120, -6.435], [-19.008, -7.031, -4.230], [-17.180, -8.329, -2.936], [-2.310, 5.269, -10.439], [-3.725, 5.451, -10.692], [-4.424, 4.388, -10.201], [-3.501, 3.553, -9.567], [-2.281, 4.001, -9.868], [-1.519, 5.970, -10.660], [-4.240, 6.319, -11.076], [-5.473, 4.165, -10.071], [-3.841, 2.758, -9.044], [-1.369, 3.502, -9.575], [-19.428, 5.415, -12.827], [-20.258, 6.612, -13.424], [-20.548, 6.493, -14.850], [-21.076, 7.776, -15.304], [-20.936, 7.902, -16.757], [-21.294, 5.298, -15.287], [-22.693, 5.221, -14.808], [-19.530, 5.446, -11.742], [-18.354, 5.364, -13.008], [-19.865, 4.470, -13.148], [-21.153, 6.628, -12.802], [-19.778, 7.542, -13.120], [-22.069, 8.012, -14.923], [-20.310, 8.486, -14.993], [-21.716, 7.293, -17.213], [-21.011, 8.928, -17.118], [-19.992, 7.535, -17.159], [-20.713, 4.381, -15.193], [-21.287, 5.380, -16.374], [-22.731, 4.728, -13.837], [-23.389, 4.631, -15.404], [-23.137, 6.217, -14.831], [-13.068, 2.187, 2.757], [-14.194, 1.496, 2.057], [-13.940, 0.139, 1.653], [-12.925, 0.162, 0.579], [-12.957, -1.208, -0.285], [-13.416, -0.672, 2.732], [-14.423, -0.834, 3.848], [-13.075, 1.842, 3.791], [-13.210, 3.267, 2.796], [-12.090, 1.990, 2.317], [-15.043, 1.686, 2.714], [-14.551, 1.985, 1.151], [-13.008, 1.059, -0.034], [-11.932, 0.261, 1.017], [-12.418, -1.029, -1.215], [-12.328, -1.894, 0.282], [-13.892, -1.751, -0.422], [-12.493, -0.270, 3.150], [-12.991, -1.646, 2.491], [-15.250, -1.400, 3.418], [-14.934, 0.060, 4.207], [-13.964, -1.327, 4.705]],
  "forces_ev_per_angstrom": [[0.353, -1.001, -1.508], [-0.262, 1.273, 3.232], [0.691, -1.643, -0.071], [-2.192, 0.812, -2.215], [1.095, 0.051, 0.476], [0.087, -0.048, -0.203], [0.116, 0.290, 0.040], [-0.105, 0.165, 0.019], [-0.063, 0.121, 0.253], [0.288, -0.021, -0.035], [1.569, 0.787, 2.493], [-0.670, 0.794, -1.470], [-0.821, -3.898, 2.839], [0.515, 2.476, -1.540], [-0.764, 0.014, -2.321], [0.260, 0.147, 0.100], [0.145, 0.272, -0.220], [-0.025, -0.313, -0.207], [-0.236, -0.295, 0.188], [0.024, 0.021, 0.141], [1.500, 3.074, 0.808], [0.261, 0.183, -2.412], [-0.933, -1.128, -0.712], [-1.592, -0.655, 0.426], [0.778, -0.701, 2.151], [0.074, -0.281, -0.030], [0.005, 0.035, -0.478], [0.062, -0.219, 0.083], [-0.087, -0.271, 0.196], [-0.068, -0.031, -0.042], [-1.562, 0.309, 0.757], [1.570, -0.174, -0.125], [-2.528, 0.712, 0.322], [2.342, -0.450, 0.147], [0.282, 0.753, -0.262], [0.063, 0.016, 0.161], [0.428, 0.288, -0.311], [0.183, -0.695, -0.061], [-0.558, -0.223, -0.193], [-0.222, -0.519, -0.431], [-2.642, 0.387, 0.216], [-1.242, 0.576, 0.323], [1.238, -0.355, -0.544], [0.848, -2.674, -0.713], [2.186, 1.401, 0.783], [-0.271, 0.063, 0.137], [-0.278, -0.112, -0.136], [-0.749, 0.367, 0.123], [0.253, 0.004, -0.192], [0.635, 0.337, 0.021], [3.979, -2.242, 0.202], [-4.611, 2.628, 0.615], [0.115, -1.213, 0.063], [1.692, -0.578, -0.305], [-1.378, 1.613, -0.824], [-0.075, -0.471, 0.767], [-0.015, -0.211, 0.266], [0.239, 0.087, -0.119], [0.209, 0.210, -0.464], [-0.154, 0.177, -0.202], [-2.278, -1.309, -0.234], [-0.044, 0.750, 0.069], [0.611, -0.239, 1.295], [-2.163, -0.018, -1.365], [2.879, 1.265, 0.892], [0.044, -0.422, -0.079], [0.288, 0.035, -0.272], [0.052, 0.277, -0.245], [0.832, -0.101, -0.286], [-0.229, -0.256, 0.231], [-0.673, 0.399, -0.068], [0.607, -1.863, 1.046], [0.574, 0.108, 1.029], [1.945, -0.148, 0.451], [-0.968, -0.335, -2.291], [1.069, 0.696, -1.585], [-1.173, -0.536, 0.567], [-0.068, 0.020, 0.080], [-0.059, 0.369, -0.483], [0.032, -0.041, 0.004], [-0.649, -0.059, -0.026], [0.270, 0.134, -0.774], [-0.096, 0.265, 0.066], [-0.480, 0.297, 1.014], [-0.082, 0.217, -0.617], [-0.360, 0.048, 0.119], [0.151, -0.148, 0.435], [0.052, 0.077, 0.758], [-0.191, 0.167, -0.209], [-0.210, 0.562, 0.371], [0.384, -0.232, -0.448], [-0.050, -0.005, 0.553], [0.666, 0.536, 0.406], [-1.069, 1.089, -0.357], [0.823, -0.791, -0.692], [-0.830, -1.740, -0.859], [1.234, 1.265, 1.355], [0.405, 0.267, 1.389], [-0.620, -0.413, -0.219], [0.359, 0.045, 0.082], [-0.066, 0.031, -0.104], [0.025, 0.059, 0.052], [-0.399, -0.974, 0.121], [0.450, 0.332, -0.177], [-0.549, -0.179, -0.198], [0.351, -0.264, 0.022], [-0.296, -0.099, -0.167], [0.081, -0.210, -0.087], [-0.265, 0.774, -0.076], [0.281, 0.859, 0.186], [-0.869, -0.274, -0.916], [-0.035, -0.498, 0.350], [0.549, 0.379, -0.066], [-0.226, -0.194, -0.044]]
}